# 1
# C3H8ClIN3

A molecular structure, C3H8ClIN3 (the ωB97M-V functional and the def2-TZVPD basis, OMol25).

Summary:
Charge = +1
Calculated total energy = -1040.9503 a.u.
Highest occupied orbital energy = -12.506 eV
E_LUMO = -5.01 eV
ΔE to the lowest compared entry with this formula, charge and spin = 134.7 kJ/mol
HOMO-LUMO gap = 7.50 eV
F_max = 0.0553 Eh/bohr

The geometry in XYZ format:
```
16
Properties=species:S:1:pos:R:3:forces:R:3
C -1.41244 0.09824 0.04387 0.0685 -0.5750 -0.5051
C -0.17900 0.06809 -0.83069 1.8970 -0.9318 1.6008
C 1.27652 -0.93852 0.10838 -2.0401 1.4001 -0.7303
N -1.97143 1.19634 0.45144 -0.9253 2.3040 -0.2266
N 0.35012 1.29438 -1.26268 0.6864 0.7944 -2.6410
N 0.70048 -1.61650 1.17073 1.7085 -1.2187 -0.2804
Cl -2.25341 -1.31462 0.58970 1.0455 0.6859 -0.6414
I 2.92032 0.44737 0.45098 -0.4661 -0.3419 0.0569
H -0.23826 -0.65847 -1.64664 -0.4495 0.1881 0.3380
H 1.60830 -1.59986 -0.68201 -0.0614 -0.0277 -0.0294
H -2.84265 1.27088 1.02092 1.0804 -0.8780 -0.5036
H 1.11849 1.24142 -1.99883 -1.9338 -0.6866 0.7479
H -1.79863 2.12166 -0.00316 0.6549 -1.1976 0.3055
H 0.65710 -1.05081 2.01073 0.1165 -0.4531 0.1869
H 1.23372 -2.51164 1.26027 -0.9728 0.9631 0.7176
H 0.83076 1.95201 -0.68300 -0.4087 -0.0252 1.6041
```
Forces are in eV/Å.

=====

# 2
# C13H20F14N4NaO12S6

A molecular structure, C13H20F14N4NaO12S6 (the ωB97M-V functional and the def2-TZVPD basis, OMol25).

Summary:
Charge = -1
Calculated total energy = -5578.6258 a.u.
Highest occupied orbital energy = -6.728 eV
E_LUMO = 0.33 eV
ΔE to the lowest compared entry with this formula, charge and spin = 0.0 kJ/mol
HOMO-LUMO gap = 7.06 eV
F_max = 0.2244 Eh/bohr

The geometry in XYZ format:
```
70
Properties=species:S:1:pos:R:3:forces:R:3
Na -1.33104 -1.43066 -1.40341 -0.1917 -0.3734 -0.4513
C 1.16018 -1.58105 4.20802 -0.3778 0.8212 -1.5998
C 1.45492 -0.30077 3.26962 1.1641 -0.5571 1.9035
C 1.20367 1.05419 3.97125 0.1571 0.8862 -0.9165
N 1.76289 2.33175 3.17108 -0.0325 -0.5104 -0.2511
C 1.25123 3.57520 3.87408 0.0103 1.1893 0.3655
C 1.58723 4.92001 3.13545 -0.5046 -0.4987 -1.3967
C 0.87803 4.83623 1.76614 0.6991 -0.6106 -0.3933
C 1.40398 3.60808 0.95383 -0.9826 0.2647 0.7314
C 1.16640 2.27205 1.69925 2.0576 0.8366 0.0964
C 3.32460 2.27623 3.22115 -0.2687 -0.2607 -0.1789
H 1.89486 -1.59810 5.01304 -0.4534 0.0772 0.2110
H 1.30994 -2.48570 3.61870 0.4462 0.1392 -0.2336
H 0.11667 -1.71617 4.49253 0.0872 0.5829 0.5427
H 1.08174 -0.35384 2.24686 -0.3445 -0.0884 0.3659
H 2.54121 -0.38356 3.23465 0.1466 0.0783 -0.6438
H 1.71762 1.21739 4.91851 -0.1064 -0.6952 0.1211
H 0.13939 1.24532 4.10869 0.0061 0.1255 -0.0793
H 0.17320 3.47443 3.99963 -0.2048 -0.0494 -0.7654
H 1.51918 3.58714 4.93056 0.9191 -0.2803 -0.0988
H 1.18680 5.84840 3.54269 -0.1254 -0.5076 1.0213
H 2.63688 5.15033 2.95303 0.2559 -0.5511 0.3898
H -0.18124 4.84391 2.02302 -0.2289 -0.4579 -0.5789
H 1.05620 5.70469 1.13202 0.0643 0.2094 0.2921
H 0.94015 3.55216 -0.03097 -0.4265 -0.1764 0.1256
H 2.44230 3.79177 0.67765 0.2816 -0.2489 0.4829
H 0.11473 1.98557 1.70623 0.0538 0.1379 0.5500
H 1.76622 1.49168 1.23093 -0.2360 -0.0808 -0.0814
H 3.90206 3.12806 2.86197 -1.0020 0.4420 -0.3921
H 3.71550 1.43282 2.65197 -0.5279 -0.1231 -0.0184
H 3.68763 2.17522 4.24394 -0.6678 -0.2058 0.2129
N -3.65219 0.40946 0.69089 0.4354 -4.4048 2.7595
S -4.63614 1.52031 0.84218 -3.1315 10.2555 -4.2649
O -4.32774 2.55102 1.83237 -0.2268 -1.6650 -0.8396
O -6.02454 1.34996 0.48211 1.0171 -0.5294 1.1704
F -4.14790 2.24344 -0.58504 0.2291 -0.0750 0.8637
S -4.42318 -0.41919 1.94764 -0.4245 -5.7217 2.3489
O -5.67691 -1.08397 1.60222 2.0966 1.6216 0.2774
O -4.21307 -0.01115 3.31789 -0.5979 1.4162 -1.2492
F -3.41870 -1.62615 2.00519 1.0955 -0.9474 -1.1379
C -5.38102 -4.07574 -2.84492 0.1268 -1.5544 0.3002
F -5.21237 -2.79130 -2.46779 -1.0322 -1.3487 0.0703
F -5.52215 -4.95729 -1.74183 0.1084 2.4487 -2.2834
F -6.47191 -4.26442 -3.67441 1.6413 0.8485 1.7484
S -3.84921 -4.56138 -3.83943 0.8748 1.1923 -1.4182
O -4.23300 -5.86547 -4.35720 0.5908 1.2055 1.0265
O -3.59319 -3.51123 -4.85344 -0.6452 -1.5397 2.4926
N -2.58056 -4.47526 -2.56778 -2.5438 0.4691 -2.4797
S -1.93771 -5.89845 -2.73959 1.5776 -3.1508 0.1001
O -2.69275 -6.93456 -2.01222 1.3738 1.1822 -1.0305
O -1.40526 -6.20716 -4.07928 -0.8907 0.4621 1.8407
C -0.28644 -5.74502 -1.75714 -2.3665 1.0518 -0.4201
F 0.30262 -4.52573 -1.97671 0.1675 -1.2580 0.0166
F -0.56726 -5.78244 -0.43480 0.7528 -0.3690 -0.4244
F 0.45175 -6.77093 -2.15391 0.3840 0.8107 0.7417
C 4.36654 1.37201 -2.92258 -1.1732 -1.8728 -0.6224
F 4.52098 1.74548 -1.69066 0.7645 1.3072 1.9911
F 3.60431 2.26692 -3.51913 0.2621 0.2035 -0.3015
F 5.54809 1.23539 -3.50039 -0.1102 0.3463 -0.2389
S 3.56951 -0.38214 -2.70275 0.1647 -0.4769 -0.3952
O 4.33271 -1.22937 -3.62653 -1.7044 1.0561 1.3917
O 3.77098 -0.65420 -1.27583 -1.1493 0.4342 -1.3943
N 1.82142 -0.06736 -3.07631 3.6485 -0.6415 1.5482
S 1.84697 -0.16582 -4.64750 -1.9424 -2.0059 -4.0818
O 2.92808 0.50330 -5.33751 -0.2894 0.3639 0.4685
O 1.57026 -1.52616 -5.17463 -0.1649 2.5765 1.2498
C 0.26257 0.98507 -5.09431 2.3789 -1.5131 0.6212
F 0.13530 0.99513 -6.43591 0.1463 0.8227 1.1580
F -0.83746 0.53382 -4.56270 -1.5434 -1.1446 0.2563
F 0.43548 2.16779 -4.49037 0.4323 0.6294 -1.1929
```
Forces are in eV/Å.

=====

# 3
# C38H23F19IrN3P

A molecular structure, C38H23F19IrN3P (the ωB97M-V functional and the def2-TZVPD basis, OMol25).

Summary:
Charge = +1
Calculated total energy = -3969.0441 a.u.
Highest occupied orbital energy = -10.330 eV
E_LUMO = -4.35 eV
ΔE to the lowest compared entry with this formula, charge and spin = 1.4 kJ/mol
HOMO-LUMO gap = 5.98 eV
F_max = 0.0090 Eh/bohr

The geometry in XYZ format:
```
85
Properties=species:S:1:pos:R:3:forces:R:3
Ir -0.55729 0.22070 -0.14044 -0.1569 0.3830 -0.1711
C 1.40174 0.44989 1.88972 -0.0559 -0.0350 0.0418
N -0.03660 0.04945 1.77850 0.3203 0.0509 0.0253
C -0.87369 0.99720 2.56090 0.0063 0.0136 -0.0481
C -0.86320 2.36014 1.87523 -0.0724 0.0363 0.1174
N -0.96719 2.16798 0.43120 0.0770 -0.4264 0.1642
C -1.25727 3.21266 -0.40995 -0.0292 0.2881 -0.2084
C -2.08073 4.31296 -0.12512 0.0396 -0.1028 -0.0011
F -2.69443 4.41010 1.07072 0.0017 -0.0061 0.0058
C -2.32791 5.32494 -1.03765 -0.0515 0.0185 0.0203
F -3.12531 6.33146 -0.69569 0.0085 -0.0069 0.0027
C -1.78771 5.27678 -2.30946 0.0266 -0.0439 0.0046
F -2.05040 6.22905 -3.19681 0.0048 -0.0022 -0.0044
C -0.97534 4.20487 -2.63913 0.0130 0.0473 0.0153
F -0.43783 4.11958 -3.85455 0.0001 -0.0061 -0.0082
C -0.71777 3.22352 -1.70607 0.0150 0.0110 0.1243
F 0.10785 2.21891 -2.06749 -0.0088 0.0320 -0.0346
C -0.17778 -1.38323 2.16475 -0.0740 0.0726 0.0013
C 0.41964 -2.27605 1.06730 -0.0462 -0.0715 -0.0345
N 0.44209 -1.53490 -0.19219 -0.0928 -0.0168 0.1403
C 1.32554 -1.94117 -1.17478 -0.0107 -0.1053 -0.1397
C 1.48315 -3.27091 -1.57624 0.0048 0.0898 0.0125
F 0.72648 -4.21742 -1.00322 0.0062 -0.0344 -0.0010
C 2.36434 -3.64160 -2.57713 0.0231 0.0310 0.0023
F 2.47593 -4.91704 -2.92650 -0.0053 -0.0118 -0.0043
C 3.10776 -2.67666 -3.23888 -0.0246 0.0067 0.0423
F 3.93948 -3.02341 -4.21118 0.0145 -0.0010 -0.0166
C 2.96972 -1.34462 -2.87793 -0.0162 -0.0273 0.0035
F 3.67857 -0.40849 -3.49655 0.0194 0.0163 -0.0133
C 2.10061 -1.00262 -1.86085 -0.0329 -0.0614 0.0048
F 2.00075 0.29405 -1.50492 0.0224 0.0313 -0.0162
H 1.67103 0.48238 2.94680 0.0030 0.0124 -0.0036
H 1.54674 1.43083 1.44286 0.0015 0.0053 -0.0131
H 2.01717 -0.27834 1.37122 -0.0034 0.0072 -0.0056
H -0.48767 1.05555 3.58093 -0.0452 0.0241 0.0182
H -1.88243 0.58290 2.58883 0.0077 -0.0256 -0.0203
H 0.04917 2.90747 2.14422 0.0198 -0.0049 -0.0477
H -1.68526 2.93388 2.30763 0.0056 0.0463 -0.0098
H -1.24270 -1.57296 2.28371 0.0041 0.0232 -0.0151
H 0.31264 -1.53688 3.12858 -0.0326 -0.0274 0.0245
H -0.18636 -3.18606 1.01107 0.0202 -0.0249 0.0342
H 1.43279 -2.58876 1.33999 0.0063 -0.0012 -0.0243
F -5.46573 -6.22473 0.59547 0.0093 0.0030 0.0025
C -4.13647 -6.06775 0.69298 -0.0043 -0.0176 0.0033
F -3.78397 -6.39208 1.94523 -0.0007 0.0035 -0.0076
F -3.56216 -6.94576 -0.13675 -0.0032 0.0059 0.0021
C -3.74027 -4.64875 0.36394 -0.0051 0.0171 0.0130
C -3.37566 -4.31406 -0.92970 0.0173 0.0072 0.0029
C -3.04102 -3.00226 -1.23414 0.0532 -0.0080 0.0358
C -3.07395 -2.03115 -0.23888 -0.0818 -0.0055 -0.1085
C -3.47313 -2.37249 1.05361 -0.0097 0.0307 0.0301
C -3.79903 -3.68042 1.35893 0.0014 -0.0316 -0.0248
P -2.62265 -0.31039 -0.53280 0.0533 -0.2028 -0.0495
C -4.11078 0.61334 -0.12661 0.0094 -0.0676 0.2167
C -4.14825 1.62016 0.82705 -0.0426 0.0587 -0.0890
C -5.34634 2.26273 1.10978 -0.0016 0.0165 -0.0151
C -6.49730 1.88617 0.44089 0.0028 0.0069 0.0055
C -6.47166 0.87043 -0.50931 0.0201 -0.0016 -0.0104
C -5.28123 0.22847 -0.78810 -0.0228 -0.0103 -0.0088
C -7.79730 2.60785 0.70492 -0.0150 0.0139 -0.0084
F -7.80022 3.20195 1.90333 0.0035 -0.0007 0.0004
F -8.83764 1.76518 0.65924 0.0029 0.0031 0.0012
F -8.00588 3.55720 -0.22106 0.0037 -0.0146 0.0093
C -2.21542 0.04353 -2.25050 -0.0147 0.0893 0.0118
C -1.17713 -0.67370 -2.86479 0.0281 -0.0011 0.0971
C -0.68157 -0.26132 -4.09349 0.0261 0.0419 -0.0359
C -1.21856 0.85626 -4.70555 0.0291 -0.0431 -0.0283
C -2.26341 1.56465 -4.11977 -0.0069 -0.0412 0.0534
C -2.75073 1.17329 -2.88975 0.0088 -0.0149 -0.0564
C -0.64554 1.28192 -6.03827 0.0274 0.0052 -0.0077
F -0.91889 0.36539 -6.97985 0.0012 0.0097 0.0017
F 0.68780 1.39519 -5.96183 -0.0277 -0.0003 -0.0034
F -1.13961 2.45217 -6.44612 -0.0113 -0.0042 -0.0039
H -3.34858 -5.07358 -1.69876 0.0025 -0.0015 0.0004
H -2.76527 -2.74932 -2.24815 0.0050 0.0107 -0.0209
H -3.55465 -1.61170 1.82297 -0.0067 0.0046 -0.0017
H -4.10401 -3.95041 2.36074 -0.0025 -0.0011 0.0037
H -3.24668 1.92632 1.32886 0.0406 0.0099 0.0134
H -5.37670 3.05704 1.84253 -0.0022 -0.0044 0.0078
H -7.38031 0.58049 -1.01910 -0.0035 0.0046 -0.0007
H -5.26418 -0.56859 -1.52239 0.0020 -0.0175 0.0105
H -0.78215 -1.56342 -2.39821 0.0182 -0.0707 -0.0032
H 0.12251 -0.81050 -4.56651 0.0008 0.0045 0.0011
H -2.67238 2.43301 -4.61701 -0.0051 -0.0027 -0.0169
H -3.54372 1.74136 -2.42227 -0.0123 0.0120 0.0129
```
Forces are in eV/Å.